The following is a DFT calculation (ωB97M-V/def2-TZVPD) of a molecular structure, C15H35O22S4V in a non-equilibrium geometry.

Positions of all 77 atoms, in Å:
O 0.697 0.949 0.326
V -0.856 1.062 0.569
O -0.532 5.357 -0.289
C -0.747 4.375 0.669
O -0.939 4.685 1.809
O -0.687 3.185 0.170
H -0.174 4.816 -1.003
O -5.125 1.440 0.518
C -3.933 1.960 1.005
O -2.881 1.476 0.442
O -3.973 2.784 1.887
H -5.723 1.891 1.129
O -0.096 0.403 4.681
C -0.730 1.309 3.864
O -0.698 0.996 2.613
O -1.186 2.305 4.354
H 0.236 -0.287 4.093
O 3.062 1.046 2.388
S 3.491 2.248 3.010
O 4.848 2.455 3.432
O 3.144 3.434 1.982
C 3.540 3.184 0.626
C 3.378 4.484 -0.128
C 2.361 2.771 4.254
H 2.982 2.367 0.174
H 4.617 2.973 0.616
H 3.995 4.453 -1.029
H 3.671 5.354 0.462
H 2.340 4.709 -0.385
H 2.265 1.987 5.005
H 1.403 2.953 3.769
H 2.730 3.643 4.786
O -1.413 0.020 -1.356
S -2.319 -0.270 -2.411
O -2.160 0.395 -3.665
O -2.202 -1.837 -2.661
C -2.825 -2.405 -3.819
C -1.857 -2.394 -4.992
C -3.960 -0.070 -1.812
H -3.719 -1.824 -4.076
H -3.213 -3.393 -3.576
H -2.279 -2.720 -5.939
H -1.005 -3.010 -4.701
H -1.511 -1.368 -5.077
H -4.126 1.005 -1.872
H -4.101 -0.430 -0.803
H -4.651 -0.540 -2.514
O 1.884 -1.690 0.648
S 2.899 -1.996 -0.284
O 2.608 -2.594 -1.556
O 3.652 -0.621 -0.544
C 4.529 -0.577 -1.691
C 5.325 0.707 -1.571
C 4.190 -2.971 0.520
H 3.940 -0.606 -2.605
H 5.219 -1.423 -1.633
H 4.764 1.631 -1.684
H 6.043 0.722 -2.399
H 5.867 0.679 -0.627
H 5.156 -2.534 0.304
H 4.086 -3.963 0.089
H 3.882 -2.937 1.560
O -1.025 -1.352 0.890
S -1.627 -2.610 1.100
O -1.960 -3.109 2.382
O -2.981 -2.531 0.240
C -3.907 -3.628 0.384
C -5.188 -3.165 -0.239
C -0.736 -3.799 0.146
H -4.056 -3.800 1.450
H -3.486 -4.526 -0.070
H -5.558 -2.272 0.265
H -6.003 -3.881 -0.125
H -4.989 -2.967 -1.293
H -1.025 -4.807 0.436
H 0.333 -3.659 0.290
H -0.973 -3.649 -0.905

The value obtained for the total energy is -130199.9961 eV. The energy above the lowest of the compared OMol25 structures with the same formula, charge and spin comes out at 19.0 kcal per mole. Its charge is -1. The HOMO-LUMO gap (spin up / spin down) comes out at 7.128 / 7.146 eV. The calculation puts the highest occupied orbital energy (spin up / spin down) at -0.200 / -0.200 Ha. The expectation value of S² is 0.777. Its multiplicity is 2.

Need the Mulliken charges? In units of e they are: number 1, O, carries 0.000; number 2, V, carries 1.479; number 3, O, carries -0.597; number 4, C, carries 0.539; number 5, O, carries -0.589; number 6, O, carries -1.173; number 7, H, carries 0.299; number 8, O, carries -0.522; number 9, C, carries 0.399; number 10, O, carries 0.162; number 11, O, carries -0.628; number 12, H, carries 0.292; number 13, O, carries -0.607; number 14, C, carries 0.263; number 15, O, carries -0.137; number 16, O, carries -0.573; number 17, H, carries 0.358; number 18, O, carries -0.328; number 19, S, carries 1.045; number 20, O, carries -0.699; number 21, O, carries -0.297; number 22, C, carries 0.293; number 23, C, carries -1.290; number 24, C, carries -0.834; number 25, H, carries -0.020; number 26, H, carries 0.396; number 27, H, carries 0.369; number 28, H, carries 0.367; number 29, H, carries 0.167; number 30, H, carries 0.378; number 31, H, carries 0.121; number 32, H, carries 0.384; number 33, O, carries -0.206; number 34, S, carries 1.010; number 35, O, carries -0.771; number 36, O, carries 0.030; number 37, C, carries -0.500; number 38, C, carries -1.256; number 39, C, carries -1.022; number 40, H, carries 0.338; number 41, H, carries 0.414; number 42, H, carries 0.395; number 43, H, carries 0.309; number 44, H, carries 0.275; number 45, H, carries 0.391; number 46, H, carries 0.074; number 47, H, carries 0.559; number 48, O, carries -0.392; number 49, S, carries 1.131; number 50, O, carries -0.786; number 51, O, carries -0.032; number 52, C, carries -0.269; number 53, C, carries -1.201; number 54, C, carries -1.167; number 55, H, carries 0.277; number 56, H, carries 0.379; number 57, H, carries 0.201; number 58, H, carries 0.454; number 59, H, carries 0.300; number 60, H, carries 0.367; number 61, H, carries 0.385; number 62, H, carries 0.348; number 63, O, carries -0.170; number 64, S, carries 1.085; number 65, O, carries -0.760; number 66, O, carries -0.254; number 67, C, carries -0.339; number 68, C, carries -1.084; number 69, C, carries -0.607; number 70, H, carries 0.358; number 71, H, carries 0.307; number 72, H, carries 0.290; number 73, H, carries 0.434; number 74, H, carries 0.121; number 75, H, carries 0.440; number 76, H, carries 0.058; number 77, H, carries 0.069


The following is a DFT calculation (ωB97M-V/def2-TZVPD) of 9 unconnected molecules or ions with the total composition C15H36B3ClF3N9O22.

Positions of all 89 atoms, in Å:
C -2.401 3.024 -2.855
C -2.428 2.577 -4.310
Cl -4.043 1.903 -4.738
C -1.294 1.608 -4.659
B -1.204 0.314 -3.783
O -2.317 -0.478 -3.496
B -2.154 -1.867 -3.504
C -3.358 -2.799 -3.833
C -4.517 -2.604 -2.830
O -5.775 -2.478 -3.472
C -6.070 -1.163 -3.859
C -7.560 -1.060 -4.167
F -8.102 -2.231 -4.549
F -7.775 -0.172 -5.166
F -8.266 -0.626 -3.102
O -0.881 -2.334 -3.170
B -0.140 -1.331 -2.579
O 0.421 -1.520 -1.311
N -0.422 -1.296 -0.151
O -0.963 -0.274 -0.172
O 0.006 -0.132 -3.256
H -2.314 2.181 -2.159
H -3.319 3.563 -2.611
H -1.534 3.677 -2.702
H -2.336 3.462 -4.946
H -0.357 2.170 -4.530
H -1.347 1.342 -5.722
H -3.713 -2.551 -4.841
H -3.024 -3.841 -3.858
H -4.339 -1.719 -2.199
H -4.589 -3.462 -2.155
H -5.845 -0.444 -3.061
H -5.516 -0.857 -4.756
C 2.338 0.425 0.845
N 3.290 0.483 1.983
O 4.446 0.789 1.781
O 2.839 0.204 3.076
H 2.851 0.684 -0.071
H 1.960 -0.592 0.825
H 1.537 1.125 1.061
C 3.630 -2.480 -3.223
N 3.785 -2.199 -4.679
O 3.399 -1.114 -5.073
O 4.257 -3.065 -5.373
H 3.238 -1.582 -2.760
H 2.944 -3.316 -3.125
H 4.603 -2.752 -2.825
C 0.223 -4.311 2.883
N -0.529 -4.622 1.634
O -1.740 -4.663 1.684
O 0.134 -4.807 0.634
H -0.485 -4.175 3.689
H 0.884 -5.150 3.075
H 0.799 -3.410 2.702
C 5.241 0.962 4.893
N 5.964 0.907 6.191
O 7.131 1.221 6.228
O 5.311 0.527 7.145
H 5.922 1.301 4.123
H 4.867 -0.034 4.683
H 4.409 1.646 5.025
C 4.038 0.056 10.151
N 2.612 -0.249 10.451
O 2.025 0.465 11.234
O 2.123 -1.201 9.876
H 4.329 0.924 10.729
H 4.619 -0.821 10.421
H 4.113 0.242 9.085
C 0.483 -2.208 7.543
N 0.586 -3.167 6.409
O 1.192 -2.816 5.417
O 0.057 -4.248 6.548
H 1.003 -1.299 7.267
H -0.574 -2.034 7.719
H 0.936 -2.682 8.408
C -3.543 7.684 -2.214
N -3.063 6.785 -3.299
O -2.035 7.079 -3.869
O -3.738 5.807 -3.536
H -2.842 8.504 -2.118
H -4.532 8.029 -2.498
H -3.597 7.090 -1.307
C 3.237 2.049 -4.366
N 2.387 2.434 -3.209
O 1.644 3.382 -3.323
O 2.486 1.749 -2.210
H 3.046 2.737 -5.180
H 4.271 2.091 -4.037
H 2.964 1.031 -4.620

The value obtained for the total energy is -97282.9820 eV. Its structure (SMILES) is C[C@H](Cl)CB1OB(CCOCC(F)(F)F)OB(ON=O)O1.C[N+](=O)[O-].C[N+](=O)[O-].C[N+](=O)[O-].C[N+](=O)[O-].C[N+](=O)[O-].C[N+](=O)[O-].C[N+](=O)[O-].C[N+](=O)[O-]. Its charge is 0. The HOMO-LUMO gap comes out at 9.245 eV. The calculation puts the highest occupied orbital energy at -0.378 Ha. Its multiplicity is 1.

Need the Mulliken charges? In units of e they are: number 1, C, carries -1.356; number 2, C, carries 0.425; number 3, Cl, carries -0.219; number 4, C, carries -0.853; number 5, B, carries 0.045; number 6, O, carries -0.561; number 7, B, carries -0.018; number 8, C, carries -0.443; number 9, C, carries -0.370; number 10, O, carries -0.407; number 11, C, carries -0.364; number 12, C, carries 0.780; number 13, F, carries -0.262; number 14, F, carries -0.269; number 15, F, carries -0.278; number 16, O, carries -0.155; number 17, B, carries 0.488; number 18, O, carries -0.009; number 19, N, carries 0.313; number 20, O, carries -0.247; number 21, O, carries 0.115; number 22, H, carries 0.307; number 23, H, carries 0.392; number 24, H, carries 0.286; number 25, H, carries 0.508; number 26, H, carries 0.076; number 27, H, carries 0.439; number 28, H, carries 0.310; number 29, H, carries 0.174; number 30, H, carries 0.275; number 31, H, carries 0.353; number 32, H, carries 0.262; number 33, H, carries 0.245; number 34, C, carries -0.479; number 35, N, carries 1.038; number 36, O, carries -0.560; number 37, O, carries -0.560; number 38, H, carries 0.187; number 39, H, carries 0.120; number 40, H, carries 0.287; number 41, C, carries -0.628; number 42, N, carries 0.938; number 43, O, carries -0.563; number 44, O, carries -0.555; number 45, H, carries 0.120; number 46, H, carries 0.288; number 47, H, carries 0.355; number 48, C, carries -0.691; number 49, N, carries 0.936; number 50, O, carries -0.546; number 51, O, carries -0.521; number 52, H, carries 0.290; number 53, H, carries 0.300; number 54, H, carries 0.228; number 55, C, carries -0.712; number 56, N, carries 0.877; number 57, O, carries -0.526; number 58, O, carries -0.565; number 59, H, carries 0.317; number 60, H, carries 0.282; number 61, H, carries 0.290; number 62, C, carries -0.566; number 63, N, carries 0.860; number 64, O, carries -0.521; number 65, O, carries -0.524; number 66, H, carries 0.292; number 67, H, carries 0.271; number 68, H, carries 0.211; number 69, C, carries -0.715; number 70, N, carries 0.877; number 71, O, carries -0.502; number 72, O, carries -0.529; number 73, H, carries 0.271; number 74, H, carries 0.304; number 75, H, carries 0.310; number 76, C, carries -0.733; number 77, N, carries 0.866; number 78, O, carries -0.528; number 79, O, carries -0.475; number 80, H, carries 0.300; number 81, H, carries 0.289; number 82, H, carries 0.289; number 83, C, carries -0.704; number 84, N, carries 0.914; number 85, O, carries -0.544; number 86, O, carries -0.494; number 87, H, carries 0.294; number 88, H, carries 0.295; number 89, H, carries 0.264


The following is a DFT calculation (ωB97M-V/def2-TZVPD) of 3 unconnected molecules or ions with the total composition C15H36BN2O7S2 in a non-equilibrium geometry.

Positions of all 63 atoms, in Å:
C -1.044 5.620 3.267
C -1.672 5.184 2.168
C -3.067 4.602 2.170
C -3.164 3.051 2.324
B -2.284 2.154 1.313
O -2.767 2.084 0.005
N -1.074 1.429 1.636
C -1.318 0.095 2.200
C -0.087 2.180 2.408
C -3.261 2.576 3.813
C -4.621 3.037 4.304
N -5.502 3.067 3.068
C -4.617 2.744 1.873
H -0.292 6.392 3.176
H -1.257 5.191 4.240
H -1.141 5.225 1.221
H -3.531 4.895 1.231
H -3.594 5.094 2.989
H -3.141 1.203 -0.112
H -2.337 -0.259 2.023
H -1.112 0.046 3.272
H -0.666 -0.632 1.713
H 0.160 3.106 1.901
H -0.367 2.350 3.454
H 0.836 1.598 2.422
H -2.452 3.026 4.376
H -3.221 1.493 3.735
H -5.049 2.276 4.948
H -4.608 4.003 4.791
H -6.245 2.380 3.155
H -6.000 3.954 3.014
H -4.809 1.693 1.670
H -4.976 3.331 1.037
O -0.351 -1.754 -1.325
S 0.913 -1.168 -1.668
O 1.640 -0.432 -0.678
O 0.706 -0.250 -2.955
C -0.344 0.733 -2.882
C 0.030 1.919 -2.020
C 1.963 -2.366 -2.404
H -1.258 0.256 -2.523
H -0.524 1.048 -3.908
H 0.136 1.621 -0.978
H -0.747 2.682 -2.077
H 0.978 2.352 -2.340
H 1.413 -2.899 -3.173
H 2.271 -3.052 -1.618
H 2.831 -1.864 -2.822
O 3.797 -4.631 -3.813
S 4.657 -5.648 -4.345
O 4.123 -6.931 -4.673
O 5.899 -5.823 -3.371
C 5.632 -6.077 -1.974
C 5.191 -7.503 -1.712
C 5.544 -5.018 -5.726
H 4.900 -5.357 -1.605
H 6.573 -5.875 -1.466
H 4.216 -7.705 -2.152
H 5.125 -7.679 -0.638
H 5.899 -8.208 -2.145
H 5.971 -4.055 -5.461
H 4.830 -4.909 -6.539
H 6.317 -5.731 -5.996

The value obtained for the total energy is -55791.3242 eV. Its charge is +1. The HOMO-LUMO gap comes out at 8.178 eV. The calculation puts the highest occupied orbital energy at -0.419 Ha. Its multiplicity is 1.

Need the Mulliken charges? In units of e they are: number 1, C, carries -0.744; number 2, C, carries -0.573; number 3, C, carries -0.772; number 4, C, carries 1.213; number 5, B, carries 0.061; number 6, O, carries -0.679; number 7, N, carries 0.528; number 8, C, carries -1.171; number 9, C, carries -1.049; number 10, C, carries -0.628; number 11, C, carries -0.924; number 12, N, carries 0.079; number 13, C, carries -1.628; number 14, H, carries 0.302; number 15, H, carries 0.224; number 16, H, carries 0.468; number 17, H, carries 0.452; number 18, H, carries 0.437; number 19, H, carries 0.292; number 20, H, carries 0.436; number 21, H, carries 0.356; number 22, H, carries 0.219; number 23, H, carries 0.335; number 24, H, carries 0.273; number 25, H, carries 0.399; number 26, H, carries 0.307; number 27, H, carries 0.391; number 28, H, carries 0.417; number 29, H, carries 0.362; number 30, H, carries 0.385; number 31, H, carries 0.386; number 32, H, carries 0.534; number 33, H, carries 0.328; number 34, O, carries -0.688; number 35, S, carries 1.404; number 36, O, carries -0.605; number 37, O, carries -0.302; number 38, C, carries -0.460; number 39, C, carries -0.510; number 40, C, carries -1.170; number 41, H, carries 0.321; number 42, H, carries 0.289; number 43, H, carries -0.137; number 44, H, carries 0.346; number 45, H, carries 0.353; number 46, H, carries 0.369; number 47, H, carries 0.414; number 48, H, carries 0.367; number 49, O, carries -0.535; number 50, S, carries 1.126; number 51, O, carries -0.604; number 52, O, carries -0.280; number 53, C, carries -0.221; number 54, C, carries -1.005; number 55, C, carries -0.968; number 56, H, carries 0.214; number 57, H, carries 0.279; number 58, H, carries 0.303; number 59, H, carries 0.387; number 60, H, carries 0.270; number 61, H, carries 0.315; number 62, H, carries 0.367; number 63, H, carries 0.344